{
  "formula": "C43H69N3O4S3SbSeTi",
  "method": "ωB97M-V/def2-TZVPD",
  "total_charge": -2,
  "s2": 0.7542,
  "de_lowest_kcal_mol": 0.0,
  "multiplicity": 2,
  "elements": ["Sb", "Se", "Ti", "S", "S", "S", "O", "O", "O", "O", "N", "N", "N", "C", "C", "C", "C", "C", "C", "C", "C", "C", "C", "C", "C", "C", "C", "C", "C", "C", "C", "C", "C", "C", "C", "C", "C", "C", "C", "C", "C", "C", "C", "C", "C", "C", "C", "C", "C", "C", "C", "C", "C", "C", "C", "C", "H", "H", "H", "H", "H", "H", "H", "H", "H", "H", "H", "H", "H", "H", "H", "H", "H", "H", "H", "H", "H", "H", "H", "H", "H", "H", "H", "H", "H", "H", "H", "H", "H", "H", "H", "H", "H", "H", "H", "H", "H", "H", "H", "H", "H", "H", "H", "H", "H", "H", "H", "H", "H", "H", "H", "H", "H", "H", "H", "H", "H", "H", "H", "H", "H", "H", "H", "H", "H"],
  "xyz": [[-4.5463, -1.2979, -2.2962], [0.1933, -0.5142, -2.1779], [-1.8101, -0.7665, -0.4055], [-3.6209, 0.7148, -1.2548], [-6.1265, -2.1271, -0.7744], [-2.4440, -2.5398, -1.9636], [-3.0001, -1.5191, 1.1164], [-4.3541, 2.0805, 1.7012], [-0.7987, 0.8686, 0.2258], [-0.3763, -1.9127, 0.4737], [-3.8246, -3.3925, 2.1152], [-3.1868, -1.5275, 3.3671], [-1.2616, 2.1740, -3.0927], [0.5602, 2.5705, -6.8309], [2.3353, -3.4724, 3.0514], [1.5477, 3.4360, 2.7835], [2.7657, -3.6572, 0.0781], [4.9296, 3.5870, -0.8266], [1.1621, -5.3886, 1.9378], [5.6940, -3.3715, -0.7405], [-1.0375, 1.4700, -5.3849], [4.2858, 2.9388, -3.1362], [-3.3264, -2.1132, 2.1411], [4.8878, -3.0868, -3.0671], [0.3694, 3.1911, 1.8237], [4.5557, -3.7142, -1.7126], [0.9869, 0.9940, -1.3035], [-0.3025, 4.5360, 1.5150], [2.4183, -2.2890, -1.8208], [0.3132, 1.4467, -0.1440], [-2.8067, -0.1333, 3.4420], [0.8997, 3.4161, -5.7816], [3.7735, 3.5615, -1.8367], [0.2834, 3.3015, -4.5475], [-3.0129, -2.2875, 4.5830], [-0.6266, 2.3121, 2.5820], [-3.9985, 4.4798, 1.8564], [2.5962, 2.7790, -1.2598], [-0.7034, 2.3269, -4.3228], [1.5740, -3.2616, 0.6715], [2.0766, 1.6344, -1.8537], [4.4953, -5.2379, -1.8944], [1.2332, -3.8558, 2.0489], [-5.1355, -3.6304, 2.7062], [-3.6066, -4.1490, 0.8851], [1.9803, 3.1961, -0.0841], [0.7498, -2.3277, -0.0156], [-3.9387, 3.2282, 0.9939], [-0.0998, -3.3893, 2.6476], [3.2263, -3.2057, -1.1581], [-6.0248, 0.4203, 2.0171], [-5.7327, 1.8193, 1.5251], [0.8889, 2.5700, 0.5157], [-0.4137, 1.5996, -6.6116], [1.2266, -1.8616, -1.2647], [3.3430, 5.0039, -2.1397], [2.9819, 5.5066, -1.2408], [4.2964, -5.7404, -0.9462], [4.1830, 5.5811, -2.5400], [0.5691, 3.9514, -3.7270], [-1.5541, 2.1703, 2.0364], [3.6951, -5.5061, -2.5866], [5.1178, 3.5326, -3.5252], [5.7834, 4.1409, -1.2310], [-5.2988, -2.9915, 3.5703], [0.3967, 5.2257, 1.0352], [5.4427, -5.6188, -2.2906], [-3.0058, 0.3619, 2.4959], [2.0772, 2.5014, 2.9793], [4.6444, 1.9202, -2.9742], [-2.0537, -2.0219, 5.0408], [5.8474, -3.4703, -3.4252], [1.1722, 3.8255, 3.7343], [5.5270, -3.8208, 0.2399], [-6.3390, 2.5680, 2.0608], [-3.6542, 5.3503, 1.2915], [-0.2060, 1.3224, 2.7619], [-0.6869, 0.9210, -7.4118], [-2.1014, 1.6273, -2.9047], [4.6289, 4.0620, 0.1089], [-0.6705, 5.0020, 2.4350], [-5.7632, 0.3218, 3.0750], [4.1281, -3.3247, -3.8138], [2.4911, 1.2360, -2.7709], [-3.3565, 4.3625, 2.7317], [5.2533, 2.5704, -0.5946], [1.0473, 2.6590, -7.7939], [-5.0171, 4.6760, 2.1991], [-5.2048, -4.6748, 3.0241], [-0.9456, -3.6706, 2.0216], [-3.8059, -2.0751, 5.3096], [1.6622, 4.1751, -5.9224], [-0.1332, -2.3067, 2.7700], [4.9628, -2.0001, -2.9940], [-3.5919, -5.2123, 1.1434], [-0.2152, -3.8645, 3.6289], [-5.4598, -0.3020, 1.4242], [0.9054, -5.8256, 2.9084], [2.2680, 4.1564, 2.3926], [3.3822, -4.3714, 0.6152], [3.5035, 2.9063, -3.8977], [-1.1027, 2.8915, -2.4050], [-4.3888, -3.9393, 0.1498], [-5.9749, 1.8863, 0.4577], [2.1101, -5.8205, 1.6122], [-2.9162, 3.0319, 0.6636], [6.6526, -3.7371, -1.1236], [-3.0069, -3.3499, 4.3619], [-1.1509, 4.3937, 0.8431], [2.5369, 5.0137, -2.8764], [0.3946, -5.6771, 1.2171], [-2.6579, -3.8653, 0.4357], [3.3188, -3.8226, 2.7343], [-5.9137, -3.4246, 1.9635], [2.3719, 4.0846, 0.4014], [-1.7768, 0.6951, -5.2187], [-4.5377, 3.3448, 0.0844], [2.1196, -3.9062, 4.0334], [-1.7447, -0.0397, 3.6862], [-0.8492, 2.7811, 3.5478], [2.7034, -1.8800, -2.7819], [5.7634, -2.2905, -0.6036], [-7.0836, 0.1863, 1.8943], [2.3844, -2.3866, 3.1584], [-3.3908, 0.3673, 4.2188]],
  "atomic_forces_ev_per_a": [[-0.1, 0.0, 0.0], [0.2, 0.0, -0.1], [-0.2, -0.2, -0.3], [-0.1, 0.0, -0.1], [0.1, 0.0, 0.0], [0.1, 0.1, 0.1], [0.2, 0.3, 0.0], [-0.2, 0.3, 0.1], [0.1, 0.0, 0.2], [0.1, 0.0, 0.0], [0.0, 0.0, 0.1], [-0.1, -0.1, 0.0], [-0.2, 0.3, 0.1], [0.0, 0.0, 0.0], [0.0, 0.0, 0.0], [0.0, 0.0, 0.0], [0.0, 0.0, 0.0], [0.0, 0.0, 0.0], [0.0, 0.0, 0.0], [0.0, 0.0, 0.0], [0.0, 0.0, 0.0], [0.0, 0.0, 0.0], [-0.1, -0.2, 0.1], [0.0, 0.0, 0.0], [0.0, 0.0, 0.0], [0.0, 0.0, 0.0], [-0.1, 0.0, 0.1], [0.0, 0.0, 0.0], [0.0, 0.0, 0.0], [0.0, 0.1, -0.1], [0.0, 0.0, 0.0], [0.0, 0.0, 0.0], [0.0, 0.0, 0.0], [0.0, 0.0, 0.0], [0.0, 0.0, 0.0], [0.0, 0.0, 0.0], [0.0, 0.0, 0.0], [0.0, 0.0, 0.0], [0.1, -0.1, 0.0], [0.1, 0.0, 0.0], [0.0, 0.0, 0.0], [0.0, 0.0, 0.0], [0.0, 0.0, 0.0], [0.0, 0.0, 0.0], [0.0, 0.0, -0.1], [0.0, 0.0, 0.0], [0.0, 0.0, -0.1], [0.2, 0.0, -0.1], [0.0, 0.0, 0.1], [0.0, 0.0, 0.0], [0.0, 0.0, 0.1], [-0.1, -0.3, -0.1], [0.0, 0.0, 0.0], [0.0, 0.0, 0.0], [0.0, 0.0, 0.0], [0.0, 0.0, 0.0], [0.0, 0.0, 0.0], [0.0, 0.0, 0.0], [0.0, 0.0, 0.0], [0.0, 0.0, 0.0], [0.0, 0.0, 0.0], [0.0, 0.0, 0.0], [0.0, 0.0, 0.0], [0.0, 0.0, 0.0], [0.0, 0.0, 0.0], [0.0, 0.0, 0.0], [0.0, 0.0, 0.0], [0.0, 0.0, 0.1], [0.0, 0.0, 0.0], [0.0, 0.0, 0.0], [0.0, 0.0, 0.0], [0.0, 0.0, 0.0], [0.0, 0.0, 0.0], [0.0, 0.0, 0.0], [0.0, 0.0, 0.0], [0.0, 0.0, 0.0], [0.0, 0.0, 0.0], [0.0, 0.0, 0.0], [0.0, -0.1, -0.1], [0.0, 0.0, 0.0], [0.0, 0.0, 0.0], [0.0, 0.0, 0.0], [0.0, 0.0, 0.0], [0.0, 0.0, 0.0], [0.0, 0.0, 0.0], [0.0, 0.0, 0.0], [0.0, 0.0, 0.0], [0.0, 0.0, 0.0], [0.0, 0.0, 0.0], [0.0, 0.0, 0.0], [0.0, 0.0, 0.0], [0.0, 0.0, 0.0], [0.0, -0.1, 0.0], [0.0, 0.0, 0.0], [0.0, 0.0, 0.0], [0.0, 0.0, 0.0], [-0.1, 0.0, 0.0], [0.0, 0.0, 0.0], [0.0, 0.0, 0.0], [0.0, 0.0, 0.0], [0.0, 0.0, 0.0], [0.1, -0.1, 0.0], [0.0, 0.0, 0.0], [0.0, -0.1, 0.0], [0.0, 0.0, 0.0], [0.0, 0.0, 0.0], [0.0, 0.0, 0.0], [0.0, -0.1, 0.0], [0.0, 0.0, 0.0], [0.0, 0.0, 0.0], [0.0, 0.0, 0.0], [0.0, 0.0, 0.0], [0.0, 0.0, 0.0], [0.0, 0.0, 0.0], [0.0, 0.0, 0.0], [0.0, 0.0, 0.0], [0.0, 0.0, 0.0], [0.0, 0.0, 0.0], [0.0, 0.0, 0.0], [0.0, 0.0, 0.0], [0.0, 0.0, 0.0], [0.0, 0.0, 0.0], [0.0, 0.0, 0.0], [0.0, 0.0, 0.0], [0.0, 0.0, 0.0]],
  "mulliken_spin": [0.00, 0.01, 0.99, 0.02, 0.00, -0.03, 0.00, -0.01, 0.00, 0.00, 0.00, 0.00, 0.00, 0.00, 0.00, 0.00, 0.00, 0.00, 0.00, 0.00, 0.00, 0.00, 0.00, 0.00, 0.00, 0.00, 0.00, 0.00, 0.01, 0.01, 0.00, 0.00, 0.00, 0.00, 0.00, 0.00, 0.00, 0.00, 0.00, -0.01, 0.00, 0.00, 0.00, 0.00, 0.00, 0.00, 0.02, 0.00, 0.00, 0.00, 0.00, 0.00, -0.01, 0.00, 0.00, 0.00, 0.00, 0.00, 0.00, 0.00, 0.00, 0.00, 0.00, 0.00, 0.00, 0.00, 0.00, 0.00, 0.00, 0.00, 0.00, 0.00, 0.00, 0.00, 0.00, 0.00, 0.00, 0.00, 0.00, 0.00, 0.00, 0.00, 0.00, 0.00, 0.00, 0.00, 0.00, 0.00, 0.00, 0.00, 0.00, 0.00, 0.00, 0.00, 0.00, 0.00, 0.00, 0.00, 0.00, 0.00, 0.00, 0.00, 0.00, 0.00, 0.00, 0.00, 0.00, 0.00, 0.00, 0.00, 0.00, 0.00, 0.00, 0.00, 0.00, 0.00, 0.00, 0.00, 0.00, 0.00, 0.00, 0.00, 0.00, 0.00, 0.00]
}

{
  "formula": "C4H7N2",
  "method": "ωB97M-V/def2-TZVPD",
  "total_charge": 1,
  "smiles": "CC=[N+]=C=CN",
  "de_lowest_kcal_mol": 89.8,
  "multiplicity": 1,
  "elements": ["N", "N", "C", "C", "C", "C", "H", "H", "H", "H", "H", "H", "H"],
  "xyz": [[-0.1567, 0.2437, 0.1657], [0.9294, -2.0833, -2.6000], [-0.4890, 1.2996, 0.7911], [-0.1529, 1.6009, 2.1017], [0.2980, -1.0286, -1.9997], [0.0566, -0.4361, -0.7944], [-1.1566, 1.8977, 0.2280], [0.7918, -2.3446, -3.5988], [-0.8238, 2.4414, 2.4121], [-0.4991, 0.8178, 2.8972], [0.8654, 1.9454, 2.3146], [1.6557, -2.5801, -2.0418], [-0.4619, -0.5543, -2.5532]],
  "atomic_forces_ev_per_a": [[0.2, 1.1, 0.1], [0.7, 0.4, 1.6], [-0.4, -1.7, -2.2], [-1.2, 1.1, 5.5], [-0.5, -0.4, 1.1], [1.7, -3.0, -2.4], [-0.6, 0.8, -0.4], [0.1, 0.7, 1.5], [0.8, -0.3, -0.3], [1.1, 0.9, -1.6], [0.0, -0.4, -0.2], [-1.0, 0.5, -1.0], [-0.8, 0.6, -1.6]],
  "mulliken_charge": [-0.06, -0.37, 0.08, -1.02, -0.18, 0.40, 0.43, 0.26, 0.32, 0.31, 0.31, 0.25, 0.28]
}

{
  "formula": "C9H14O2",
  "method": "ωB97M-V/def2-TZVPD",
  "smiles": "Cc1ccc(O)cc1.CCO",
  "de_lowest_kcal_mol": 53.4,
  "multiplicity": 1,
  "elements": ["O", "O", "C", "C", "C", "C", "C", "C", "C", "C", "C", "H", "H", "H", "H", "H", "H", "H", "H", "H", "H", "H", "H", "H", "H"],
  "xyz": [[-2.1440, 1.2992, 4.0141], [2.7518, -3.1148, -1.9005], [-0.1474, -1.1192, -2.8801], [0.0904, 2.1211, 3.4749], [0.4516, -0.6030, -0.6356], [0.7903, -2.1734, -3.0254], [-1.1839, 0.9376, -1.9670], [1.5676, -2.3841, -1.8921], [-1.2049, 1.4347, 2.9494], [1.3176, -1.6778, -0.7417], [-0.1873, -0.1920, -1.7803], [-0.8925, 0.4590, 2.5032], [0.9897, 1.5799, 3.6664], [3.4343, -2.7462, -2.4683], [-2.0512, 0.4485, 4.4587], [-2.0125, 1.0160, -1.2358], [0.1456, 2.9548, 2.7621], [0.6911, -2.7598, -3.9383], [-0.8490, -0.8571, -3.6522], [-1.7093, 1.9341, 2.1497], [-1.5492, 0.9906, -2.9796], [-0.6126, 1.8412, -1.8066], [0.4788, -0.0875, 0.3658], [-0.0931, 2.5861, 4.4441], [1.9279, -1.8878, 0.1151]],
  "atomic_forces_ev_per_a": [[-0.4, -0.4, -0.2], [-0.4, -1.0, 0.3], [1.1, 0.7, 0.7], [-1.9, 1.7, -0.6], [0.7, 0.5, 1.1], [-2.1, 1.3, 0.6], [0.7, 0.5, 1.3], [1.4, 0.4, -1.0], [1.5, -1.9, 1.4], [0.3, 0.2, 0.8], [-2.1, -1.8, -1.6], [-0.5, 0.3, 0.4], [0.5, -0.8, -0.8], [-0.4, 0.2, -0.2], [0.1, 0.2, -0.2], [0.4, -0.5, -0.4], [1.2, -0.1, 0.3], [0.7, -0.1, 0.4], [0.1, -0.3, -0.5], [-0.1, 0.8, -0.3], [-0.3, -0.2, -0.2], [0.1, 0.6, 0.0], [-0.5, -0.3, -1.3], [-0.5, 0.1, 0.0], [0.3, -0.3, 0.2]],
  "mulliken_charge": [-0.55, -0.57, -0.48, -1.02, -0.02, -0.78, -1.25, 0.49, -0.09, -0.37, 0.46, 0.12, 0.35, 0.32, 0.31, 0.27, 0.25, 0.35, 0.29, 0.27, 0.36, 0.32, 0.23, 0.36, 0.37]
}

no.,energy (Ha)
1,-6831.1559
2,-265.7653
3,-501.7510